This record from the OMol25 dataset describes C10H16Br18N3O2S as an isolated structure at a distorted geometry. The level of theory is the ωB97M-V functional and the def2-TZVPD basis.

```
! RIJCOSX wB97M-V def2-TZVPD def2/J DEFGRID3
* xyz 1 1
Br -1.2257 7.3911 0.6423
Br -2.5797 -3.8701 -8.4744
Br -2.1078 -2.3950 -5.6992
Br -4.0209 -5.9489 -0.5243
Br 3.8841 -3.3667 3.9764
Br 0.5276 -5.2530 9.3637
Br 1.5019 8.9878 1.0164
Br -1.1047 -3.9833 -2.0725
Br 2.5129 -3.3358 7.7875
Br 3.2402 -0.8252 2.1851
Br -3.1929 -7.1846 -3.3338
Br 1.1791 -1.7469 4.4097
Br 1.3054 6.6394 -1.1173
Br 0.8480 -5.5328 6.2090
Br -4.7670 -4.4365 -3.2279
Br -5.0309 -3.3373 -6.5234
Br 0.1952 -1.2159 -2.9663
Br 0.7028 -2.3300 -0.0422
S 2.2159 1.8744 -0.7616
O 3.0308 0.7313 -1.0565
O 1.8284 2.7253 -1.8646
N -0.9125 4.0844 -1.0198
N -0.6713 2.9460 1.0478
N -0.4419 1.7808 -0.8677
C 0.3703 8.0640 -0.2152
C 3.0375 -1.6533 3.9209
C 0.3890 -2.8047 -1.8855
C -0.6938 2.9944 -0.3563
C 0.6426 1.2370 -0.0450
C -3.3330 -2.6957 -7.1560
C 3.0451 2.8631 0.4380
C -4.4955 -6.1414 -2.3811
C 0.8695 -4.3350 7.7143
C 0.2276 1.7720 1.3460
H 1.2722 -3.3218 -2.2331
H 0.6265 0.1409 -0.1488
H 3.5308 -1.0156 4.6406
H -1.6203 2.7123 1.3301
H 0.0699 -3.6235 7.5682
H -1.2511 4.8975 -0.5165
H 0.0535 8.7681 -0.9715
H -5.4333 -6.6764 -2.4177
H -0.3760 0.9999 1.8170
H 2.5276 3.8141 0.5734
H 4.0428 3.0490 0.0453
H -3.5050 -1.7424 -7.6338
H 3.0889 2.3304 1.3809
H -0.3857 1.6636 -1.8736
H 1.0499 2.1000 1.9656
H -0.6675 4.2053 -1.9923
*
```

HOMO level: -11.59 eV
Kohn-Sham gap: 8.42 eV
LUMO level: -3.2 eV
ΔE to the lowest compared entry with this formula, charge and spin: 0.0 kJ/mol